1.
Computed, not measured: a cluster of 4 separate species, C36H76N4O4 in total, with ωB97M-V/def2-TZVPD.

Each line ends with the Mulliken charge.
Cartesian coordinates (Å):
C1 16.10047 0.09618 -3.46898  -1.78
C2 17.36226 0.11822 -2.50835  1.68
C3 18.60225 0.37721 -3.34555  -1.33
C4 19.86033 0.52619 -2.42131  -0.66
C5 19.66686 1.85506 -1.66355  -1.30
C6 18.33034 1.90727 -0.84731  1.50
N1 17.25197 1.27599 -1.58850  0.31
O1 16.10129 1.31828 -0.71099  -0.49
C7 18.76458 1.18909 0.51279  -1.78
C8 17.94262 3.41988 -0.64529  -1.88
C9 17.51293 -1.23822 -1.77520  -1.71
H1 15.75155 -0.83911 -3.90670  0.40
H2 16.13780 0.87487 -4.23079  0.35
H3 15.23659 0.18718 -2.81055  0.45
H4 18.82368 -0.56103 -3.85421  0.47
H5 18.70206 1.21971 -4.02989  0.35
H6 20.83583 0.63059 -2.89627  0.41
H7 20.14215 -0.37399 -1.87509  0.35
H8 19.69037 2.70531 -2.34519  0.40
H9 20.55070 2.00620 -1.04381  0.45
H10 19.53420 0.43442 0.35081  0.35
H11 19.14628 1.87506 1.26899  0.40
H12 17.85656 0.75906 0.93551  0.40
H13 17.24772 3.52403 0.18800  0.46
H14 18.79507 3.96185 -0.23579  0.42
H15 17.35419 3.89298 -1.43144  0.39
H16 16.60227 -1.83285 -1.84747  0.45
H17 17.80778 -1.16649 -0.72830  0.29
H18 18.24489 -1.87656 -2.27003  0.32
H19 15.48687 1.88852 -1.17888  0.34
C10 22.70360 -2.35841 6.44687  -1.80
C11 21.56413 -3.37556 6.79545  1.45
C12 20.28442 -2.49965 6.80594  -1.23
C13 18.99198 -3.27516 6.91696  -0.82
C14 18.98429 -4.31168 5.76332  -1.13
C15 20.20751 -5.30406 5.61055  1.67
N2 21.40295 -4.42089 5.68766  0.12
O2 22.50231 -5.17322 5.52567  -0.50
C16 20.29873 -6.44168 6.68296  -1.81
C17 20.02311 -5.98804 4.20615  -1.99
C18 21.93020 -3.91514 8.21112  -1.51
H20 22.53261 -1.52521 7.12852  0.43
H21 22.62736 -1.78373 5.52382  0.43
H22 23.71075 -2.70063 6.68487  0.38
H23 20.28220 -1.84567 7.67795  0.45
H24 20.17145 -1.79721 5.98016  0.41
H25 18.17869 -2.55855 6.80240  0.40
H26 18.80070 -3.69927 7.90268  0.36
H27 18.86357 -3.73972 4.84332  0.39
H28 18.10462 -4.87168 6.08061  0.43
H29 21.28487 -6.89978 6.75901  0.34
H30 19.92816 -6.14684 7.66471  0.37
H31 19.73644 -7.26802 6.24810  0.52
H32 20.76604 -6.74298 3.94879  0.38
H33 18.98534 -6.29055 4.06607  0.41
H34 20.20562 -5.25740 3.41816  0.51
H35 21.28353 -4.77455 8.38812  0.26
H36 21.85733 -3.22198 9.04916  0.35
H37 22.90186 -4.40836 8.23783  0.38
H38 23.04938 -4.89098 4.78901  0.33
C19 9.36185 4.71780 -4.69491  -2.00
C20 10.09682 5.84715 -4.00445  1.74
C21 9.66301 7.20319 -4.58106  -1.30
C22 10.13522 8.39808 -3.70233  -0.74
C23 9.72892 8.28628 -2.20811  -1.17
C24 10.03207 6.86571 -1.57460  1.63
N3 9.78566 5.76242 -2.54718  0.08
O3 10.30689 4.53203 -2.03575  -0.46
C25 11.46860 6.87964 -1.05226  -1.81
C26 8.92038 6.70066 -0.53270  -1.74
C27 11.66745 5.67218 -4.23281  -1.74
H39 8.33860 4.78107 -4.32471  0.51
H40 9.58317 3.74116 -4.26446  0.41
H41 9.45689 4.75915 -5.77997  0.40
H42 10.09605 7.41080 -5.55956  0.44
H43 8.58689 7.13654 -4.74113  0.39
H44 9.96706 9.42038 -4.04106  0.44
H45 11.22362 8.43289 -3.75015  0.31
H46 8.67150 8.54981 -2.23125  0.39
H47 10.23120 9.10543 -1.69352  0.42
H48 12.17243 7.28397 -1.77975  0.33
H49 11.64785 7.29090 -0.05885  0.43
H50 11.81202 5.88752 -0.75925  0.41
H51 8.92059 5.64790 -0.25026  0.37
H52 9.14900 7.35032 0.31215  0.44
H53 7.91810 7.09012 -0.71124  0.31
H54 11.91901 4.87637 -4.93389  0.46
H55 12.34610 5.53633 -3.39075  0.30
H56 12.04180 6.42122 -4.93060  0.37
H57 9.50150 4.04202 -1.85451  0.38
C28 10.88294 -1.45180 4.96683  -1.73
C29 10.77742 -2.90243 4.38913  1.23
C30 9.23602 -3.24812 4.56212  -1.35
C31 8.77716 -4.43495 3.73283  -0.93
C32 9.17869 -4.15137 2.26088  -1.29
C33 10.57894 -3.81572 1.91897  1.78
N4 11.18056 -2.94138 2.95213  0.29
O4 12.57077 -2.71747 2.75768  -0.46
C34 11.31473 -5.11196 1.75184  -1.81
C35 10.49318 -3.09206 0.54995  -1.76
C36 11.63601 -3.92084 5.26455  -1.44
H58 10.56851 -1.57946 6.00264  0.40
H59 10.21608 -0.71632 4.51687  0.40
H60 11.91834 -1.12615 5.06684  0.38
H61 8.90491 -3.26721 5.60044  0.61
H62 8.53742 -2.44673 4.32167  0.43
H63 7.71967 -4.69917 3.73639  0.43
H64 9.27299 -5.34205 4.07840  0.35
H65 8.39830 -3.47264 1.91676  0.39
H66 8.92549 -5.12031 1.83061  0.30
H67 11.40858 -5.57904 2.73221  0.37
H68 11.03096 -5.75946 0.92218  0.44
H69 12.33306 -4.78470 1.54204  0.39
H70 9.70569 -2.34249 0.62809  0.40
H71 11.40653 -2.53761 0.33443  0.38
H72 10.20339 -3.79426 -0.23174  0.39
H73 11.08594 -4.20040 6.16309  0.34
H74 12.55025 -3.40399 5.55634  0.39
H75 11.90453 -4.85517 4.77157  0.29
H76 12.44664 -1.91818 2.24062  0.40

## Properties
Max |F| in eV Å⁻¹: 3.5
Kohn-Sham gap in eV: 8.37
ΔE to the lowest compared entry with this formula, charge and spin in eV: 4.667
Highest occupied orbital energy in eV: -8.0
SMILES: CC1(C)CCCC(C)(C)N1O.CC1(C)CCCC(C)(C)N1O.CC1(C)CCCC(C)(C)N1O.CC1(C)CCCC(C)(C)N1O


2.
Computed, not measured: a cluster of 5 separate species, C36H77BrO19S4 in total, with ωB97M-V/def2-TZVPD.

Each line ends with the Mulliken charge.
Cartesian coordinates (Å):
C1 -0.24301 -2.68690 -0.11699  -0.83
C2 -0.41886 -2.76511 -1.62535  -0.44
O1 0.76009 -2.36202 -2.30860  -0.24
C3 0.69917 -1.04379 -2.83141  0.01
C4 2.07610 -0.73518 -3.39471  -0.28
O2 2.38340 0.64601 -3.27777  -0.47
C5 3.47216 0.84982 -2.39921  -1.18
C6 3.12376 0.54653 -0.95030  -0.61
O3 1.96636 1.27002 -0.54264  0.26
C7 2.31184 2.41244 0.19421  -1.74
C8 1.08908 3.26988 0.55504  2.20
C9 1.44328 4.73910 0.41388  -2.53
C10 1.69688 5.24866 -1.03050  0.00
C11 1.32530 4.33118 -2.18814  -0.86
Br1 0.73473 6.93766 -1.29011  -0.17
O4 0.88165 3.07069 2.00177  -0.42
C12 0.19431 1.91119 2.10414  0.43
O5 0.32521 1.10213 2.97680  -0.62
O6 -0.64607 1.79950 1.06314  -0.44
C13 -0.28863 2.78315 0.06565  0.22
C14 -1.33287 3.88067 0.05476  -0.30
C15 -2.78752 3.43569 -0.19258  -0.82
C16 -3.30733 3.94791 -1.53646  -0.58
C17 -4.80978 3.79569 -1.75012  -0.86
C18 -5.40187 2.40380 -1.46925  -0.39
C19 -6.53696 2.01177 -2.43260  -0.88
C20 -7.95291 2.36169 -1.94145  -0.15
C21 -9.02222 1.37058 -2.42951  -1.10
C22 -9.33896 0.24543 -1.44180  -0.63
C23 -9.59439 0.71514 -0.01236  -0.62
O7 -8.44766 0.44610 0.77455  -0.30
C24 -8.32441 1.23054 1.93672  -0.81
H1 0.74297 -3.04032 0.17991  0.19
H2 -0.40650 -1.67677 0.25601  0.11
H3 -0.98533 -3.33624 0.35245  0.37
H4 -1.23850 -2.10744 -1.92973  0.30
H5 -0.68186 -3.77556 -1.94014  0.42
H6 0.46295 -0.32402 -2.04021  -0.07
H7 -0.07102 -0.98245 -3.60744  0.39
H8 2.79575 -1.33356 -2.83359  -0.02
H9 2.16331 -1.03823 -4.43706  0.37
H10 4.31800 0.22940 -2.71079  0.38
H11 3.75334 1.90149 -2.48500  0.60
H12 3.97361 0.81705 -0.31715  0.66
H13 2.93056 -0.51608 -0.79677  0.33
H14 2.79744 2.13906 1.13710  0.46
H15 3.02831 3.02660 -0.36364  0.74
H16 2.37078 4.86286 0.97755  0.46
H17 0.71175 5.36063 0.92036  0.52
H18 2.74578 5.51275 -1.12453  0.67
H19 1.56268 4.82641 -3.12818  0.58
H20 0.25853 4.12092 -2.21257  0.12
H21 1.86813 3.38773 -2.16081  -0.07
H22 -0.21920 2.24773 -0.87894  0.42
H23 -1.05985 4.62935 -0.68924  -0.07
H24 -1.27601 4.38509 1.02172  0.44
H25 -3.40038 3.87947 0.59406  0.29
H26 -2.88281 2.35260 -0.11760  0.24
H27 -3.07827 5.01766 -1.56916  0.34
H28 -2.73930 3.49216 -2.35381  0.25
H29 -5.31183 4.52626 -1.11132  0.34
H30 -5.03200 4.07022 -2.78336  0.42
H31 -4.63146 1.63173 -1.49211  0.38
H32 -5.81904 2.40920 -0.46008  0.15
H33 -6.37521 2.49646 -3.39803  0.33
H34 -6.48212 0.93660 -2.62194  0.41
H35 -7.93460 2.41790 -0.85276  0.17
H36 -8.21951 3.35423 -2.31000  0.32
H37 -8.64151 0.91592 -3.34825  0.40
H38 -9.94011 1.88808 -2.71150  0.37
H39 -10.22978 -0.28459 -1.78610  0.38
H40 -8.53461 -0.49101 -1.42510  0.31
H41 -9.79170 1.79339 0.00110  0.39
H42 -10.47184 0.21723 0.41402  0.40
H43 -7.26384 1.27843 2.18192  0.24
H44 -8.85247 0.78497 2.78566  0.31
H45 -8.68791 2.25315 1.79638  0.36
O8 3.65170 -4.77021 -5.52550  -0.71
S1 4.18881 -3.94222 -4.48686  1.28
O9 4.29777 -2.52785 -4.68917  -0.60
O10 5.61807 -4.51163 -4.07878  -0.24
C25 6.56263 -4.75182 -5.14555  -0.43
C26 7.21397 -3.47882 -5.64410  -0.95
C27 3.35142 -4.21484 -2.97162  -0.45
H46 6.06059 -5.29187 -5.94931  0.37
H47 7.30034 -5.41873 -4.70339  0.29
H48 6.49633 -2.83564 -6.15038  0.27
H49 8.01035 -3.72893 -6.34593  0.40
H50 7.63959 -2.91707 -4.81234  0.22
H51 3.32877 -5.28071 -2.76051  0.50
H52 2.34261 -3.82191 -3.09751  0.11
H53 3.87138 -3.66711 -2.19013  -0.01
O11 5.28762 -3.15422 -0.41877  -0.74
S2 5.73508 -2.14234 0.49376  1.39
O12 5.71123 -0.77585 0.06949  -0.64
O13 7.18796 -2.52774 0.99655  -0.31
C28 8.17365 -2.85750 -0.01490  -0.29
C29 8.72654 -1.63261 -0.71092  -0.95
C30 4.90174 -2.29159 2.03282  -1.03
H54 7.73039 -3.56069 -0.72117  0.27
H55 8.95240 -3.37959 0.53652  0.28
H56 7.96889 -1.14378 -1.32144  0.24
H57 9.55369 -1.92770 -1.35713  0.40
H58 9.08997 -0.90906 0.01832  0.29
H59 4.94784 -3.32684 2.35804  0.36
H60 3.87151 -1.98650 1.86082  0.32
H61 5.37726 -1.62765 2.74978  0.38
O14 4.69107 4.08921 5.16530  -0.65
S3 4.79441 3.15258 6.24465  1.25
O15 5.44025 1.89577 6.01809  -0.61
O16 3.35550 2.91771 6.86330  -0.26
C31 2.27922 2.58750 5.94221  -0.38
C32 2.32562 1.15566 5.46650  -0.78
C33 5.51964 3.92955 7.64588  -0.96
H62 2.30780 3.28861 5.10729  0.32
H63 1.37355 2.78389 6.51183  0.27
H64 3.19705 0.97915 4.83619  0.25
H65 1.43388 0.94335 4.88122  0.22
H66 2.38115 0.46684 6.31064  0.35
H67 5.00773 4.86972 7.82908  0.32
H68 6.56528 4.10190 7.40143  0.37
H69 5.43403 3.25970 8.49694  0.32
O17 -6.31914 -6.53546 2.96447  -0.64
S4 -4.92104 -6.24535 3.06370  1.20
O18 -4.35443 -5.89971 4.33030  -0.61
O19 -4.54602 -5.13582 1.99142  -0.21
C34 -5.29881 -3.90165 1.98584  -0.38
C35 -4.87605 -2.97068 3.10219  -0.94
C36 -3.99023 -7.55583 2.34972  -0.93
H70 -6.36749 -4.11461 2.02606  0.33
H71 -5.08551 -3.44856 1.01992  0.28
H72 -5.15738 -3.37030 4.07538  0.32
H73 -5.35735 -2.00026 2.97704  0.34
H74 -3.79586 -2.82618 3.10261  0.25
H75 -4.40800 -7.79199 1.37550  0.31
H76 -4.08136 -8.40468 3.02361  0.37
H77 -2.95273 -7.24341 2.27086  0.31

## Properties
Max |F| in eV Å⁻¹: 0.8
Kohn-Sham gap in eV: 9.91
Highest occupied orbital energy in eV: -9.5
SMILES: CCOCCOCCOC[C@]1(C[C@@H](C)Br)OC(=O)O[C@H]1CCCCCCCCCCOC.CCOS(C)(=O)=O.CCOS(C)(=O)=O.CCOS(C)(=O)=O.CCOS(C)(=O)=O


3.
Computed, not measured: a cluster of 3 separate species, C36H77IN7O6 in total, with ωB97M-V/def2-TZVPD.

Each line ends with the Mulliken charge.
Cartesian coordinates (Å):
C1 3.34255 -4.73744 -1.24042  -1.06
C2 2.71746 -3.74384 -2.25447  -0.43
C3 1.22248 -4.04119 -2.51465  -0.59
O1 0.46529 -3.04553 -1.82887  -0.22
C4 -0.88068 -3.40452 -1.63241  -1.36
C5 -1.53167 -2.48973 -0.60957  0.72
O2 -2.89482 -2.92167 -0.48710  -0.28
C6 -3.53123 -2.55121 0.72642  -0.57
N1 -4.88758 -3.04710 0.64043  -0.20
N2 -3.56197 -1.11920 0.97876  1.24
C7 -4.40456 -0.68871 2.09220  -0.95
C8 -3.73175 -0.25239 -0.14870  0.57
C9 -4.46477 -0.59477 -1.44023  -1.40
O3 -3.30539 0.84190 -0.04725  -0.49
C10 -2.75949 -3.32718 1.83431  -3.48
N3 -2.97498 -4.72483 1.95956  1.28
C11 -3.45643 -5.16912 3.27188  -1.16
C12 -3.46573 -5.56791 0.90214  0.49
C13 -2.68717 -6.09281 -0.29260  -1.26
O4 -4.58511 -5.91668 0.95845  -0.50
N4 -1.29029 -2.85216 1.98151  1.42
C14 -0.36629 -3.90873 2.47225  -0.23
C15 0.04326 -5.07251 1.57254  -1.54
O5 0.60302 -5.04185 0.57106  -0.02
I1 -0.37173 -7.07359 2.35842  0.02
O6 -1.36353 -1.73344 2.82505  0.45
C16 -1.12452 -1.88368 4.21269  -0.95
C17 -1.07925 -0.50114 4.87195  0.10
C18 -2.30231 0.36255 4.52832  -1.56
C19 0.25134 0.27382 4.65285  0.44
C20 0.14251 1.46104 3.64499  -1.37
C21 1.48341 -0.56891 4.26500  -1.58
C22 -0.71750 -2.24918 0.67499  0.13
C23 -0.36582 -0.74054 0.81018  -0.62
N5 0.36483 -0.29421 -0.40896  -0.09
C24 -0.31286 0.76084 -1.13915  -0.17
H1 2.86872 -5.71134 -1.36151  0.26
H2 4.41036 -4.82125 -1.43275  0.43
H3 3.18717 -4.35762 -0.23298  0.15
H4 3.25040 -3.69647 -3.20266  0.45
H5 2.76261 -2.74958 -1.80505  0.21
H6 0.94942 -5.06090 -2.22906  0.37
H7 1.06620 -3.91034 -3.59317  0.35
H8 -0.95213 -4.46898 -1.39479  0.21
H9 -1.43477 -3.25730 -2.57339  0.57
H10 -1.59577 -1.52488 -1.12563  -0.58
H11 -5.50699 -2.33251 0.27781  0.50
H12 -4.89915 -3.76097 -0.08412  0.46
H13 -4.15197 -1.13400 3.05382  0.15
H14 -4.29805 0.38636 2.21773  0.46
H15 -5.47770 -0.85554 1.93752  0.30
H16 -5.51784 -0.77550 -1.20796  0.33
H17 -4.41706 0.26334 -2.10174  0.47
H18 -3.99869 -1.43035 -1.96293  0.25
H19 -3.23756 -2.93771 2.73573  1.58
H20 -2.88124 -4.70702 4.07554  0.35
H21 -4.51806 -4.95978 3.43131  0.32
H22 -3.33334 -6.24723 3.35117  0.40
H23 -2.90291 -7.16033 -0.33115  0.55
H24 -1.60647 -5.99454 -0.24002  0.18
H25 -3.11621 -5.67801 -1.20247  0.23
H26 -0.72893 -4.33928 3.40099  1.23
H27 0.55651 -3.38784 2.75257  0.46
H28 -1.97407 -2.40054 4.69121  0.18
H29 -0.23216 -2.40732 4.56337  0.49
H30 -1.15667 -0.71646 5.94181  0.50
H31 -2.22843 1.34626 4.98544  0.49
H32 -2.36933 0.53169 3.45333  0.28
H33 -3.20229 -0.14009 4.89136  0.40
H34 0.50031 0.75607 5.60074  0.54
H35 1.13580 1.78600 3.34301  0.22
H36 -0.48900 1.23418 2.78714  0.20
H37 -0.29589 2.31225 4.16914  0.52
H38 1.29388 -1.38135 3.55483  0.26
H39 2.25670 0.05377 3.82034  0.43
H40 1.94103 -1.02420 5.14996  0.30
H41 0.28393 -2.64238 0.48005  0.62
H42 -1.24017 -0.10087 0.90400  0.15
H43 0.37243 -0.58083 1.59151  -0.59
H44 0.61261 -1.08249 -0.99900  0.37
H45 -1.17005 0.42320 -1.74822  -0.11
H46 -0.70146 1.53050 -0.47247  0.16
H47 0.35616 1.27730 -1.82965  0.02
C25 0.02845 4.53011 1.35526  -0.94
C26 1.02218 5.56858 0.86002  -0.24
N6 2.33911 5.42399 1.44992  0.18
C27 3.20911 6.56451 1.20822  -0.79
C28 3.61277 6.86539 -0.23873  -0.90
C29 2.95172 4.11572 1.30150  -0.34
C30 3.14264 3.57074 -0.11806  -0.68
H48 -0.03103 4.53149 2.44527  0.27
H49 -0.96592 4.75189 0.96381  0.54
H50 0.29374 3.52404 1.02145  -0.19
H51 0.63163 6.55452 1.12624  0.55
H52 1.05241 5.53368 -0.24035  0.02
H53 4.11435 6.45255 1.81145  0.35
H54 2.71095 7.45196 1.61129  0.42
H55 4.35309 6.15737 -0.61065  0.19
H56 4.06788 7.85651 -0.29386  0.48
H57 2.75822 6.86400 -0.91692  0.24
H58 2.34928 3.39213 1.86031  -0.39
H59 3.91644 4.11668 1.81567  0.44
H60 2.25461 3.70349 -0.73942  0.00
H61 3.34698 2.49758 -0.07268  0.54
H62 3.99079 4.03339 -0.62067  0.33
C31 3.82482 3.84068 -6.95939  -1.45
C32 2.57740 3.22340 -6.34405  -0.35
N7 2.80540 2.65380 -5.02787  0.21
C33 1.71179 1.81865 -4.56503  -0.76
C34 0.35219 2.48422 -4.31894  -0.92
C35 3.37494 3.55289 -4.03778  -0.85
C36 2.60980 4.84309 -3.72159  -0.59
H63 4.64571 3.12261 -6.98307  0.34
H64 3.61563 4.14780 -7.98492  0.44
H65 4.15351 4.72738 -6.41530  0.29
H66 2.24490 2.42206 -7.01027  0.48
H67 1.77421 3.97595 -6.33783  0.29
H68 2.02353 1.30237 -3.65075  0.39
H69 1.56790 1.02208 -5.30297  0.39
H70 0.34956 3.08089 -3.40643  0.12
H71 -0.41684 1.71627 -4.19760  0.35
H72 0.04513 3.11944 -5.15009  0.38
H73 4.38121 3.82773 -4.36506  0.37
H74 3.53732 3.00141 -3.10719  0.29
H75 2.26624 5.35509 -4.62149  0.41
H76 3.26662 5.53378 -3.18744  0.20
H77 1.75104 4.65859 -3.07626  0.02

## Properties
Max |F| in eV Å⁻¹: 3.4
Total charge: +1
Kohn-Sham gap in eV: 6.48
Highest occupied orbital energy in eV: -9.5


- The highest Kohn-Sham gap belongs to which entry?
  C36H77BrO19S4


- Kohn-Sham gap of number 3 (C36H77IN7O6)?
  6.48 eV


- Which formula does entry 3 have?
  C36H77IN7O6